DFT (ωB97M-V/def2-TZVPD) results for 11 unconnected molecules or ions with the total composition C21H66N2O11 in a non-equilibrium geometry.

Element x y z (Å)
C  -1.0995  3.8116  -2.7953
O  -1.1569  2.6054  -3.5557
C  0.0382  1.8464  -3.5028
C  -0.1797  0.5573  -4.3983
C  -1.4244  -0.1355  -3.9312
N  1.0409  -0.2071  -4.4307
H  -0.7076  3.6821  -1.7159
H  -2.1625  4.2228  -2.7799
H  -0.4363  4.5404  -3.2505
H  0.9034  2.3784  -3.9544
H  0.3443  1.5661  -2.4497
H  -0.4352  0.9924  -5.3772
H  -2.2443  0.5166  -3.7392
H  -1.2105  -0.5820  -2.9615
H  -1.7115  -0.8813  -4.6868
H  1.7772  0.3510  -4.8241
H  1.2757  -0.4554  -3.4889
C  6.5705  -4.5314  -1.6946
O  5.2295  -4.5853  -1.3317
C  4.9253  -4.5024  0.0647
C  3.4461  -4.1998  0.2464
C  3.0488  -2.7483  0.2342
N  3.0534  -4.8334  1.5081
H  6.5862  -4.6542  -2.7654
H  7.1028  -5.3992  -1.2364
H  7.1639  -3.5658  -1.5043
H  5.2256  -5.4463  0.5732
H  5.5347  -3.6828  0.4810
H  2.8677  -4.6671  -0.6253
H  3.4215  -2.3185  -0.7022
H  3.4214  -2.1171  1.1306
H  1.9690  -2.6433  0.2968
H  2.0300  -4.7008  1.6798
H  3.1014  -5.8236  1.4097
C  -0.4076  1.5021  4.0885
C  1.0172  1.4065  3.6324
O  1.3053  0.1029  3.0215
H  -1.0822  1.3466  3.1860
H  -0.6271  2.5168  4.5610
H  -0.6278  0.7660  4.8220
H  1.6688  1.6142  4.4916
H  1.2754  2.1088  2.8838
H  1.5625  -0.4608  3.7385
C  0.1911  -0.4793  -0.1171
C  -0.6398  0.7761  0.2362
O  0.0820  2.0186  0.0960
H  0.9610  -0.7611  0.5983
H  0.7162  -0.1914  -1.0433
H  -0.4518  -1.2727  -0.2826
H  -0.9861  0.6757  1.2565
H  -1.5447  0.7055  -0.4314
H  -0.3046  2.6400  0.7845
C  -2.0253  -2.7136  3.3288
C  -3.0920  -3.1758  2.3023
O  -2.5962  -3.2148  0.9486
H  -2.3948  -2.4944  4.3033
H  -1.5635  -1.8287  2.8632
H  -1.1607  -3.4143  3.5595
H  -3.9425  -2.4777  2.3320
H  -3.6102  -4.0592  2.6308
H  -2.9040  -2.4397  0.4655
C  -3.2140  4.2182  1.6912
C  -1.9228  4.4483  2.5048
O  -0.8701  3.7903  1.8112
H  -3.5442  3.1666  1.7319
H  -2.9873  4.4780  0.6520
H  -4.0266  4.8057  2.1204
H  -2.0389  4.1129  3.6086
H  -1.7190  5.4979  2.5151
H  -0.0682  4.2979  1.9163
C  1.8171  6.2686  1.2209
O  1.8346  5.1571  2.0656
H  1.2587  7.0195  1.7096
H  2.8579  6.6698  1.1416
H  1.4069  6.1360  0.2284
H  2.4353  4.4657  1.7237
C  -4.0968  -2.2111  -1.7721
O  -3.9256  -1.4156  -0.5693
H  -4.2111  -3.2885  -1.4076
H  -5.0421  -2.0041  -2.2529
H  -3.2652  -2.0731  -2.5073
H  -4.0495  -0.4955  -0.8114
C  -4.0911  2.1190  -1.8576
O  -4.7177  1.1118  -1.0182
H  -4.2550  3.1249  -1.4690
H  -3.0465  1.8373  -2.0738
H  -4.4830  2.1456  -2.8893
H  -5.6902  1.1343  -1.0914
C  3.6014  1.7409  0.9287
O  2.7033  2.8466  0.8145
H  3.0542  0.8619  1.2958
H  4.1647  1.4214  0.0511
H  4.3779  1.9806  1.6896
H  1.8673  2.5859  0.4442
C  -1.0447  -5.1285  -1.3352
O  -0.4407  -4.0888  -0.5888
H  -1.8527  -5.5699  -0.7137
H  -1.4642  -4.8111  -2.2913
H  -0.3407  -5.9854  -1.4819
H  -1.0989  -3.9574  0.0866

Cartesian forces (eV/Å) of the 3 atoms listed first:
C -0.814 0.025 1.242
O 0.480 0.508 0.843
C 0.364 -0.971 -0.331

SMILES: COC[C@H](C)N.COC[C@H](C)N.CCO.CCO.CCO.CCO.CO.CO.CO.CO.CO
Spin multiplicity: 1
Total charge: 0
Relative energy (zero: lowest compared OMol25 entry of this formula, charge and spin), kcal/mol: 0.0
DFT total energy, Eh: -1776.6627



DFT (ωB97M-V/def2-TZVPD) results for a gas-phase ion, C3H4NS (charge +1) in a non-equilibrium geometry.

Element x y z (Å)
C  0.7088  -0.7079  -0.0761
C  0.4448  -0.0765  -1.0702
C  -1.1557  1.6384  -0.2079
N  1.0261  -1.7576  0.6059
S  -0.4190  1.3036  -1.6486
H  -1.4081  2.7770  0.0280
H  -1.3751  0.9513  0.5938
H  0.8903  -2.6817  0.2345
H  1.2879  -1.4467  1.5406

Cartesian forces (eV/Å) of the 3 atoms listed first:
C 0.387 -2.669 -0.389
C -1.381 3.336 -2.355
C -0.533 3.596 -0.544

Spin multiplicity: 1
Total charge: +1
Relative energy (zero: lowest compared OMol25 entry of this formula, charge and spin), kcal/mol: 71.8
DFT total energy, Eh: -569.2332



DFT (ωB97M-V/def2-TZVPD) results for C6H10O in the gas phase in a non-equilibrium geometry.

Element x y z (Å)
C  -2.0522  -0.5354  0.2573
C  -0.8354  0.0069  -0.4720
O  -0.5201  1.3184  0.0506
C  0.8238  1.5472  -0.2670
C  1.5273  0.2319  -0.0390
C  1.0915  -0.7416  1.0290
C  0.4527  -0.7949  -0.3257
H  -2.8854  0.1690  0.1767
H  -1.8288  -0.6904  1.3175
H  -2.3690  -1.4940  -0.1708
H  -1.0568  0.1250  -1.5451
H  1.0494  1.8299  -1.4452
H  1.1942  2.5536  -0.3021
H  2.5224  0.1641  -0.4544
H  0.5060  -0.3959  1.8756
H  1.7942  -1.5401  1.2630
H  0.6172  -1.6388  -0.9927

Cartesian forces (eV/Å) of the 3 atoms listed first:
C 0.042 0.062 0.017
C -0.037 0.062 -0.025
O 0.086 0.223 -0.295

SMILES: C[C@H]1OC[C@H]2C[C@H]21
Spin multiplicity: 1
Total charge: 0
Relative energy (zero: lowest compared OMol25 entry of this formula, charge and spin), kcal/mol: 45.3
DFT total energy, Eh: -309.7702



DFT (ωB97M-V/def2-TZVPD) results for a molecular structure, C35H37FeGe2N5.

Element x y z (Å)
Fe  0.0108  -1.0724  -1.1448
C  -4.0637  -4.1733  3.8842
C  -3.0117  -3.4520  3.0988
C  -1.7551  -3.1871  3.6466
C  -0.7778  -2.5762  2.9020
C  -0.9992  -2.1604  1.5667
N  -0.0246  -1.5999  0.8146
C  1.1613  -1.1380  1.4076
C  1.1620  -0.2315  2.4677
C  2.3513  0.2433  2.9869
C  3.5798  -0.1594  2.4696
C  4.8691  0.3991  2.9940
C  3.5820  -1.0454  1.3973
C  2.3973  -1.5195  0.8637
N  2.4665  -2.4312  -0.2316
C  3.3219  -3.4570  -0.3952
C  3.1294  -3.9677  -1.6581
C  2.1227  -3.1727  -2.2106
N  1.7258  -2.2443  -1.3483
C  -2.2850  -2.4333  1.0167
C  -3.2427  -3.0770  1.7781
N  -2.6710  -2.0220  -0.2905
C  -3.9361  -1.7591  -0.6947
C  -3.9290  -1.5860  -2.0545
C  -2.5935  -1.7541  -2.4210
N  -1.8351  -2.0256  -1.3623
H  -3.9515  -3.9868  4.9506
H  -3.9810  -5.2509  3.7272
H  -5.0657  -3.8720  3.5827
H  -1.5398  -3.4919  4.6620
H  0.2036  -2.4281  3.3276
H  0.2154  0.1242  2.8531
H  2.3208  0.9567  3.8000
H  4.7443  0.8082  3.9946
H  5.2213  1.2029  2.3443
H  5.6479  -0.3615  3.0269
H  4.5194  -1.3457  0.9458
H  3.9943  -3.7433  0.3942
H  3.6397  -4.7956  -2.1128
H  1.6711  -3.2262  -3.1867
H  -4.1970  -3.3216  1.3329
H  -4.7431  -1.6985  0.0123
H  -4.7609  -1.3395  -2.6869
H  -2.1408  -1.6589  -3.3943
C  2.0990  4.2749  -2.2525
Ge  2.0684  2.3263  -2.0606
C  3.4925  1.8145  -0.8044
C  2.5295  1.4751  -3.7715
Ge  -0.0351  1.3667  -1.3217
C  -0.4679  2.0033  0.4999
C  0.3170  2.9421  1.1672
C  0.0434  3.3149  2.4773
C  -1.0337  2.7580  3.1503
C  -1.8355  1.8266  2.5031
C  -1.5447  1.4524  1.1993
C  -1.4665  2.0150  -2.5168
C  -2.8076  1.8293  -2.1770
C  -3.8328  2.2678  -3.0017
C  -3.5359  2.8977  -4.2019
C  -2.2109  3.0886  -4.5614
C  -1.1916  2.6537  -3.7249
H  3.0861  4.5818  -2.5992
H  1.9012  4.7659  -1.3005
H  1.3572  4.6214  -2.9697
H  4.4134  2.3413  -1.0554
H  3.6814  0.7434  -0.8815
H  3.2310  2.0435  0.2288
H  3.5300  1.7668  -4.0900
H  1.8286  1.7372  -4.5623
H  2.5155  0.3900  -3.6503
H  1.1598  3.3996  0.6612
H  0.6651  4.0521  2.9691
H  -1.2536  3.0539  4.1673
H  -2.6853  1.3938  3.0163
H  -2.1753  0.7080  0.7219
H  -3.0665  1.3456  -1.2416
H  -4.8647  2.1262  -2.7060
H  -4.3312  3.2436  -4.8479
H  -1.9687  3.5853  -5.4918
H  -0.1651  2.8251  -4.0274

Cartesian forces (eV/Å) of the 3 atoms listed first:
Fe -0.076 -0.504 0.176
C -0.012 -0.004 0.009
C 0.008 0.009 0.002

⟨S²⟩: 8.8039
Spin multiplicity: 6
Total charge: +1
Relative energy (zero: lowest compared OMol25 entry of this formula, charge and spin), kcal/mol: 0.0
DFT total energy, Eh: -7047.0249



DFT (ωB97M-V/def2-TZVPD) results for C7H7N in the gas phase in a non-equilibrium geometry.

Element x y z (Å)
C  1.3077  2.2337  -0.5992
C  1.3042  1.0422  -0.5684
C  1.0096  -0.3778  -0.2787
C  -0.3657  -0.6839  -0.6684
N  -0.7952  -1.9332  -1.2679
C  -0.0517  -0.6337  0.8365
C  -0.7403  0.4736  1.5652
C  -1.3932  1.4267  2.0164
H  1.3561  3.2653  -0.7177
H  1.8713  -0.9723  -0.3625
H  -0.8606  0.2552  -1.1106
H  -0.1069  -2.1347  -2.0169
H  -0.6091  -2.6657  -0.5626
H  0.0671  -1.5521  1.3341
H  -1.9934  2.2568  2.4007

Cartesian forces (eV/Å) of the 3 atoms listed first:
C 0.240 -0.116 -0.320
C -0.171 -1.486 1.055
C 0.193 3.155 0.377

SMILES: C#C[C@@H]1[C@@H](N)[C@@H]1C#C
Spin multiplicity: 1
Total charge: 0
Relative energy (zero: lowest compared OMol25 entry of this formula, charge and spin), kcal/mol: 102.4
DFT total energy, Eh: -325.4955



DFT (ωB97M-V/def2-TZVPD) results for 2 unconnected molecules or ions with the total composition C3H7IN in a non-equilibrium geometry.

Element x y z (Å)
C  -0.1515  -1.2996  0.2915
C  -1.1663  -0.2555  0.3039
C  0.9465  1.0365  -0.4728
N  -0.0489  0.0027  -0.5636
I  -3.1175  0.2542  -0.0144
H  0.4753  -1.4637  1.1090
H  0.0260  -2.0908  -0.4791
H  -0.5438  0.0007  2.7646
H  1.9563  0.5720  -0.4797
H  1.0438  1.7761  -1.3629
H  0.7790  1.7556  0.4115
H  -0.1989  -0.2882  -1.5079

Cartesian forces (eV/Å) of the 3 atoms listed first:
C -0.163 -0.139 -2.783
C -0.671 -0.134 0.245
C 2.185 3.408 0.315

Spin multiplicity: 1
Total charge: +1
Relative energy (zero: lowest compared OMol25 entry of this formula, charge and spin), kcal/mol: 158.8
DFT total energy, Eh: -470.4502